The following is a quantum chemistry calculation of a molecular structure, C27H45ClN3PTl in a non-equilibrium geometry, from the OMol25 dataset.

Geometry (Å):
Tl  -0.86  0.58  2.75
Cl  -2.98  -0.77  2.13
P  -0.18  0.81  -0.29
C  -1.29  2.40  1.98
H  -0.93  3.33  2.47
H  -2.05  2.54  1.18
C  1.23  -0.22  -1.01
C  -0.01  2.52  -1.00
C  2.58  0.35  -0.57
H  1.08  -1.19  -0.49
C  3.70  -0.67  -0.86
H  2.79  1.28  -1.12
H  2.57  0.60  0.50
C  3.71  -1.14  -2.32
H  4.67  -0.22  -0.60
H  3.56  -1.53  -0.19
C  2.32  -1.54  -2.84
H  4.11  -0.34  -2.95
H  4.39  -1.99  -2.42
C  1.24  -0.50  -2.52
H  2.36  -1.69  -3.93
H  2.03  -2.50  -2.39
H  1.45  0.42  -3.07
H  0.26  -0.86  -2.88
C  -1.74  0.01  -0.96
C  0.46  2.65  -2.46
H  -1.03  2.92  -0.91
C  0.36  4.11  -2.89
H  1.50  2.32  -2.53
H  -0.14  2.02  -3.13
C  1.18  5.03  -1.96
H  0.72  4.21  -3.92
H  -0.69  4.41  -2.87
C  0.86  4.82  -0.48
H  2.24  4.84  -2.13
H  0.99  6.07  -2.23
C  0.90  3.34  -0.08
H  1.57  5.38  0.14
H  -0.14  5.21  -0.26
H  1.93  2.97  -0.16
H  0.57  3.21  0.96
C  -1.64  -1.52  -0.98
H  -2.47  0.26  -0.16
C  -2.99  -2.15  -1.33
H  -0.89  -1.84  -1.72
H  -1.31  -1.89  0.00
C  -3.58  -1.58  -2.62
H  -2.86  -3.24  -1.43
H  -3.67  -1.97  -0.49
C  -3.61  -0.05  -2.63
H  -2.98  -1.93  -3.47
H  -4.59  -1.97  -2.77
C  -2.25  0.57  -2.29
H  -3.94  0.32  -3.61
H  -4.34  0.30  -1.88
H  -1.53  0.32  -3.09
H  -2.34  1.66  -2.26
C  0.14  -2.72  2.81
C  -0.18  -2.09  3.89
H  1.02  -2.41  2.23
C  -1.37  -2.44  4.76
H  0.45  -1.28  4.28
C  -1.95  -3.82  4.42
H  -1.09  -2.40  5.83
H  -2.16  -1.68  4.62
C  -2.02  -4.02  2.91
H  -1.30  -4.59  4.85
H  -2.95  -3.92  4.86
C  -0.63  -3.88  2.26
H  -2.46  -5.01  2.67
H  -2.68  -3.25  2.48
H  -0.08  -4.82  2.41
H  -0.74  -3.77  1.17
N  1.64  0.31  2.90
C  2.71  0.47  3.37
N  3.94  0.60  3.70
C  4.43  0.97  4.85
N  4.99  1.29  5.83

Properties
E_tot (eV): -59703.552
ΔE to the lowest compared entry with this formula, charge and spin (kcal/mol): 19.0
2S+1: 1
Strongest force on any atom (eV/Å): 3.6
HOMO energy (alpha / beta) (eV): -4.9 / -3.7
Total charge: -1

***

The following is a quantum chemistry calculation of 3 unconnected molecules or ions with the total composition C27H45FN10O4P2 in a non-equilibrium geometry, from the OMol25 dataset.

Geometry (Å):
O  -2.82  -0.98  -6.09
C  -1.81  -1.18  -5.37
F  -2.02  -1.19  -3.96
N  -0.50  -1.33  -6.04
C  0.11  -2.67  -5.76
O  0.35  -3.52  -6.67
C  0.50  -2.94  -4.21
C  1.34  -1.84  -3.50
N  1.72  -1.93  -2.13
C  1.25  -3.13  -1.50
C  1.56  -3.35  0.02
C  2.42  -2.25  0.78
C  3.93  -2.42  1.19
C  4.78  -1.38  1.94
N  4.22  -0.14  2.35
C  2.86  0.07  1.99
C  1.86  -0.84  1.24
C  1.10  -4.59  0.84
C  0.29  -5.69  0.06
C  -0.01  -5.49  -1.44
C  0.45  -4.21  -2.27
N  0.04  -4.17  -3.65
H  0.16  -0.58  -5.76
H  1.65  -0.89  -4.07
H  4.44  -3.41  0.89
H  5.87  -1.62  2.17
H  2.43  1.10  2.30
H  0.78  -0.52  1.00
H  1.39  -4.63  1.94
H  -0.07  -6.64  0.60
H  -0.61  -6.31  -1.97
C  3.63  0.74  6.17
N  3.38  -0.61  6.66
C  1.93  -0.73  6.89
P  4.34  -1.50  7.81
O  4.04  -2.86  7.17
N  6.00  -1.55  7.24
C  6.54  -0.65  6.23
C  6.53  -2.88  6.92
N  4.67  0.05  8.63
C  6.00  0.20  9.29
C  3.73  0.18  9.78
H  3.50  1.51  6.94
H  2.95  0.99  5.36
H  4.62  0.86  5.73
H  1.59  -0.12  7.74
H  1.66  -1.77  7.08
H  1.36  -0.40  6.01
H  6.11  -0.83  5.24
H  7.63  -0.77  6.16
H  6.42  0.40  6.50
H  6.16  -3.24  5.95
H  6.26  -3.61  7.69
H  7.62  -2.88  6.88
H  6.22  -0.64  9.94
H  6.03  1.12  9.89
H  6.82  0.32  8.59
H  3.89  -0.62  10.51
H  2.69  0.13  9.46
H  3.86  1.14  10.28
C  -4.48  2.31  -7.23
N  -4.45  2.98  -5.93
C  -3.55  2.21  -5.06
P  -5.80  3.68  -5.09
O  -4.97  4.80  -4.45
N  -6.59  4.83  -6.15
C  -6.41  4.87  -7.60
C  -6.57  6.24  -5.71
N  -6.81  2.38  -5.76
C  -8.23  2.70  -6.07
C  -6.95  1.31  -4.73
H  -5.01  1.36  -7.21
H  -3.46  2.10  -7.57
H  -4.90  2.93  -8.02
H  -3.97  1.23  -4.80
H  -3.35  2.76  -4.14
H  -2.59  2.02  -5.54
H  -5.40  5.18  -7.88
H  -7.13  5.57  -8.05
H  -6.65  3.92  -8.07
H  -5.60  6.71  -5.89
H  -6.81  6.32  -4.64
H  -7.33  6.83  -6.23
H  -8.73  3.18  -5.22
H  -8.79  1.79  -6.32
H  -8.36  3.34  -6.94
H  -7.45  1.68  -3.84
H  -5.97  0.93  -4.42
H  -7.51  0.46  -5.12

Properties
E_tot (eV): -73099.603
SMILES: O=C(F)NC(=O)c1cnc2c(-c3ccncc3)cccc2n1.CN(C)P(=O)(N(C)C)N(C)C.CN(C)P(=O)(N(C)C)N(C)C
2S+1: 1
Strongest force on any atom (eV/Å): 9.1
HOMO energy (eV): -8.2

***

The following is a quantum chemistry calculation of a molecular structure, C27H45HoN11O2S3, from the OMol25 dataset.

Geometry (Å):
Ho  0.07  -0.18  0.86
C  0.23  3.02  2.42
C  -1.12  2.32  2.79
N  -1.65  1.60  1.62
C  -2.13  2.57  0.60
C  -1.84  2.21  -0.85
N  -0.50  1.60  -1.05
C  0.61  2.53  -1.23
C  0.93  3.25  0.05
N  0.90  2.39  1.26
H  0.87  2.96  3.31
H  0.05  4.08  2.22
H  -1.84  3.05  3.19
H  -0.93  1.60  3.56
H  -2.44  1.03  1.89
H  -1.65  3.52  0.80
H  -3.20  2.75  0.74
H  -1.94  3.14  -1.43
H  -2.58  1.50  -1.21
H  -0.59  1.06  -1.90
H  0.38  3.27  -2.01
H  1.46  1.94  -1.56
H  0.21  4.05  0.19
H  1.92  3.71  -0.03
H  1.85  2.17  1.49
N  -1.45  -1.65  2.37
C  -1.14  -2.68  3.39
C  -0.34  -3.85  2.84
C  1.08  -3.49  2.44
N  1.13  -2.64  1.25
H  -2.24  -1.10  2.69
H  -1.80  -2.13  1.55
H  -2.07  -3.06  3.83
H  -0.58  -2.19  4.20
H  -0.87  -4.32  2.00
H  -0.33  -4.60  3.63
H  1.66  -4.41  2.30
H  1.53  -2.95  3.28
H  0.85  -3.17  0.44
H  2.06  -2.29  1.09
N  -1.43  0.07  -7.05
C  -1.40  -0.36  -5.75
C  -0.30  -0.07  -4.95
C  -0.29  -0.45  -3.63
C  -1.39  -1.14  -3.09
C  -2.48  -1.49  -3.90
C  -2.49  -1.07  -5.20
S  -1.26  -1.75  -1.47
O  -1.70  -3.11  -1.40
O  0.16  -1.47  -1.13
N  -1.95  -0.82  -0.36
C  -3.32  -0.72  -0.25
N  -4.09  -1.05  -1.32
C  -5.41  -0.95  -1.20
C  -6.01  -0.45  -0.07
C  -5.17  -0.12  0.97
N  -3.84  -0.25  0.90
H  -0.55  0.34  -7.47
H  -2.08  -0.41  -7.65
H  0.54  0.46  -5.36
H  0.59  -0.24  -3.04
H  -3.29  -2.06  -3.49
H  -3.32  -1.36  -5.83
H  -6.00  -1.25  -2.06
H  -7.08  -0.35  0.02
H  -5.56  0.30  1.89
S  2.76  -0.02  0.29
C  3.24  0.12  -1.41
C  3.87  1.26  -1.93
C  4.21  1.34  -3.28
C  3.93  0.29  -4.13
C  3.33  -0.86  -3.62
C  2.98  -0.95  -2.27
H  4.12  2.09  -1.28
H  4.70  2.23  -3.66
H  4.15  0.38  -5.19
H  3.08  -1.70  -4.27
H  2.47  -1.82  -1.90
C  4.59  0.00  5.82
N  3.22  -0.09  5.32
C  2.90  0.06  4.02
N  3.89  0.36  3.20
S  1.23  -0.07  3.58
H  4.58  -0.19  6.89
H  5.02  0.99  5.66
H  5.22  -0.76  5.36
H  2.48  -0.37  5.93
H  4.83  0.45  3.55
H  3.71  0.42  2.18

Properties
E_tot (eV): -107521.473
ΔE to the lowest compared entry with this formula, charge and spin (kcal/mol): 0.0
2S+1: 5
Strongest force on any atom (eV/Å): 0.9
HOMO energy (alpha / beta) (eV): -9.9 / -9.9
Total charge: +1

***

The following is a quantum chemistry calculation of a molecular structure, C27H45NO8PPd in a non-equilibrium geometry, from the OMol25 dataset.

Geometry (Å):
C  -2.80  -5.43  2.60
C  -2.57  -4.27  2.85
C  -2.47  -2.83  3.12
C  -1.02  -2.37  2.95
C  -0.58  -2.16  1.49
C  -1.13  -0.93  0.78
C  -2.58  -0.98  0.22
C  -3.09  -2.40  -0.15
C  -2.80  -2.79  -1.63
C  -1.65  -3.82  -1.80
C  -0.98  -3.54  -3.17
O  -0.07  -2.47  -3.09
C  1.27  -2.91  -3.03
O  -0.34  -1.00  -0.49
C  0.16  0.16  -0.93
O  0.89  0.19  -1.87
C  -0.29  1.35  0.01
C  -1.49  1.97  -0.73
O  -1.46  1.74  -2.14
N  -0.98  2.88  -2.83
O  -1.36  2.87  -3.92
O  0.73  2.16  0.51
C  1.32  3.30  -0.08
C  2.38  3.09  -1.20
C  3.16  4.45  -1.13
C  3.44  1.94  -0.99
C  4.52  2.05  -2.07
C  3.95  2.03  -3.49
C  5.41  0.78  -1.92
C  -0.62  0.46  1.28
C  0.71  0.49  2.00
O  1.73  -0.12  1.59
O  0.87  1.27  3.04
P  -1.94  1.37  2.31
C  -1.55  3.19  2.29
C  -1.88  0.93  4.11
C  -3.16  0.15  4.56
H  -3.11  -6.43  2.52
H  -2.84  -2.71  4.13
H  -3.18  -2.30  2.49
H  -0.76  -1.48  3.53
H  -0.39  -3.17  3.34
H  -0.83  -3.07  0.95
H  0.51  -2.15  1.50
H  -3.30  -0.55  0.91
H  -2.54  -0.45  -0.72
H  -4.18  -2.32  -0.11
H  -2.83  -3.18  0.55
H  -2.56  -1.93  -2.24
H  -3.70  -3.28  -1.99
H  -0.87  -3.74  -1.05
H  -2.08  -4.82  -1.89
H  -1.79  -3.20  -3.83
H  -0.57  -4.45  -3.63
H  1.46  -3.69  -3.78
H  1.90  -2.06  -3.28
H  1.48  -3.31  -2.03
H  -2.44  1.58  -0.39
H  -1.56  3.05  -0.59
H  0.64  4.08  -0.40
H  1.90  3.74  0.75
H  1.94  3.04  -2.19
H  3.90  4.38  -0.34
H  3.59  4.74  -2.08
H  2.45  5.20  -0.77
H  3.01  0.94  -0.95
H  4.02  2.08  -0.01
H  5.18  2.90  -1.90
H  3.10  2.69  -3.64
H  4.73  2.39  -4.17
H  3.72  1.02  -3.80
H  6.36  0.89  -2.43
H  4.90  -0.06  -2.39
H  5.55  0.54  -0.86
H  -2.01  3.63  3.17
H  -1.98  3.65  1.40
H  -0.48  3.38  2.37
H  -0.98  0.43  4.44
H  -1.91  1.87  4.65
H  -2.81  -0.68  5.16
H  -3.73  0.78  5.25
H  -3.78  -0.16  3.74
Pd  3.16  1.40  1.58

Properties
E_tot (eV): -59350.400
2S+1: 1
Strongest force on any atom (eV/Å): 5.0
HOMO energy (eV): -11.2
Total charge: +1

***

The following is a quantum chemistry calculation of a molecular structure, C27H46As3IrOSSi, from the OMol25 dataset.

Geometry (Å):
Ir  0.23  0.43  0.47
C  -1.65  -2.61  -1.42
As  -0.14  -2.03  -0.37
C  -0.08  -3.41  0.98
C  1.48  -2.53  -1.35
C  1.91  -1.70  -2.58
C  0.73  -1.54  -3.55
C  2.51  -0.33  -2.21
As  1.41  1.10  -1.44
C  0.18  1.61  -2.84
C  2.71  2.50  -1.29
C  2.96  -2.51  -3.40
As  4.74  -2.90  -2.74
C  4.94  -3.24  -0.86
C  6.04  -1.61  -3.33
H  -1.46  -3.57  -1.89
H  -1.92  -1.87  -2.18
H  -2.49  -2.71  -0.73
H  0.10  -4.38  0.50
H  -1.04  -3.44  1.49
H  0.71  -3.22  1.70
H  1.36  -3.58  -1.63
H  2.27  -2.48  -0.59
H  -0.07  -0.97  -3.09
H  0.33  -2.50  -3.85
H  1.04  -1.00  -4.45
H  2.88  0.14  -3.12
H  3.36  -0.43  -1.53
H  0.69  1.49  -3.79
H  -0.09  2.65  -2.69
H  -0.71  1.00  -2.81
H  3.11  2.72  -2.28
H  3.52  2.18  -0.63
H  2.25  3.40  -0.88
H  3.16  -2.00  -4.35
H  2.54  -3.48  -3.65
H  4.33  -4.10  -0.57
H  4.64  -2.35  -0.30
H  6.00  -3.45  -0.67
H  5.82  -1.32  -4.35
H  7.03  -2.06  -3.27
H  6.00  -0.74  -2.67
C  -2.88  3.54  -2.08
C  -1.82  4.42  -1.83
C  -0.92  4.15  -0.82
C  -1.09  3.01  0.00
C  -2.18  2.15  -0.26
C  -3.06  2.41  -1.30
Si  0.05  2.61  1.39
C  -0.82  2.43  3.01
C  -1.76  1.41  3.24
C  -2.45  1.33  4.43
C  -2.23  2.28  5.42
C  -1.32  3.31  5.22
C  -0.61  3.38  4.02
H  -3.59  3.77  -2.87
H  -1.71  5.32  -2.42
H  -0.11  4.85  -0.63
H  -2.39  1.31  0.40
H  -3.91  1.76  -1.48
H  1.20  3.54  1.48
H  -1.98  0.68  2.46
H  -3.18  0.55  4.58
H  -2.78  2.23  6.35
H  -1.16  4.05  5.98
H  0.10  4.19  3.88
O  2.02  -0.20  1.26
S  2.46  -0.65  2.70
C  3.25  0.77  3.50
C  2.17  1.47  4.31
C  1.32  0.36  4.91
C  1.00  -0.60  3.77
H  3.73  1.36  2.72
H  4.02  0.32  4.12
H  1.57  2.11  3.66
H  2.62  2.11  5.08
H  0.39  0.73  5.35
H  1.87  -0.16  5.69
H  0.21  -0.19  3.15
H  0.75  -1.62  4.07

Properties
E_tot (eV): -234833.498
2S+1: 2
Strongest force on any atom (eV/Å): 0.5
HOMO energy (alpha / beta) (eV): -15.9 / -15.9
Total charge: +3